The following is a quantum chemistry calculation of a molecular structure, C8H5BiCl2NO3V, from the Open Molecules 2025 dataset.

Geometry as XYZ:
```
21
Properties=species:S:1:pos:R:3:forces:R:3:lowdin_spin:R:1
V -0.181492 0.103189 -6.972406 1.786 4.603 6.328 1.86
Bi -0.667500 -0.504216 0.235335 1.836 -0.294 0.948 0.00
Cl -1.115769 0.574985 -5.078953 0.708 -0.513 -2.149 -0.08
Cl 1.266164 -1.991290 -0.043972 -1.224 0.922 0.064 0.00
C -1.460775 -2.266726 1.661242 1.265 -3.615 4.630 0.00
C -1.046649 0.562214 -8.544387 -6.221 3.970 -11.211 0.00
C -0.012028 -1.730835 -7.041990 0.892 -12.177 -1.432 0.01
O -1.225340 -2.967421 2.548737 -1.501 3.002 -4.114 0.00
O -1.557509 0.942712 -9.540199 3.424 -2.616 6.698 0.10
O 0.085959 -2.886607 -7.197649 -0.560 6.764 1.059 0.10
C 0.903064 1.441025 4.656573 -0.244 0.063 -0.622 0.00
C 0.049261 2.105817 3.766654 -0.199 0.137 -0.072 0.00
C -0.353202 1.498809 2.592228 0.296 -0.206 -0.175 0.00
N 0.114040 0.262846 2.239423 -0.472 -0.345 0.474 0.00
C 0.884226 -0.441471 3.134188 0.033 0.674 -0.328 0.00
C 1.313694 0.150447 4.318654 -0.046 -0.307 -0.203 0.00
H 1.228080 1.928635 5.578382 -0.065 -0.214 -0.265 0.00
H -0.313261 3.107193 3.972197 0.001 -0.100 0.063 0.00
H -1.047554 1.962530 1.883637 0.304 0.134 0.364 0.00
H 1.156135 -1.455231 2.853340 0.160 0.207 0.060 0.00
H 1.980464 -0.396601 4.978975 -0.172 -0.090 -0.118 0.00
```
Positions in Å, forces in eV/Å.

## Properties
- E: -72532.7616 eV
- Spin multiplicity: 3
- Expectation value of S²: 2.038
- Energy relative to the best compared isomer or geometry (same formula, charge and spin): 0.00 kJ/mol
- Strongest force on any atom: 13.42 eV/Å
- Gap between HOMO and LUMO (spin up / spin down): 0.11258 / 0.13415 hartree
- Net charge: +4

***

The following is a quantum chemistry calculation of 2 unconnected molecules or ions with the total composition CH3FNO2S, from the Open Molecules 2025 dataset.

Geometry as XYZ:
```
9
Properties=species:S:1:pos:R:3:forces:R:3:nbo_charge:R:1
C 1.586192 0.133915 0.078476 -0.398 -0.150 -0.310 0.48
N 2.331031 0.724633 0.870292 0.555 0.516 0.666 -0.71
O -1.298775 0.572422 -0.493199 -0.019 0.054 -0.090 -1.09
O -2.606791 -1.009864 0.889312 -0.010 -0.152 0.111 -1.06
F 2.048055 -0.819703 -0.781742 0.061 -0.040 -0.012 -0.37
S -2.657120 0.156167 -0.023792 -0.632 -0.534 -1.343 1.37
H 0.509267 0.305381 -0.030965 0.023 -0.171 -0.104 0.24
H 3.311801 0.445971 0.839515 -0.165 -0.179 -0.215 0.34
H -3.223657 -0.508922 -1.347895 0.587 0.656 1.297 -0.19
```
Positions in Å, forces in eV/Å.

## Properties
- E: -20223.5779 eV
- Energy relative to the best compared isomer or geometry (same formula, charge and spin): 115.42 kJ/mol
- Strongest force on any atom: 1.58 eV/Å
- Gap between HOMO and LUMO: 0.27022 hartree
- Net charge: -1

***

The following is a quantum chemistry calculation of a molecular structure, C36H30BaBrF6N5O6S2SeSi, from the Open Molecules 2025 dataset.

Geometry as XYZ:
```
89
Properties=species:S:1:pos:R:3:forces:R:3:lowdin_charge:R:1
Ba -0.656433 0.301998 1.729092 -2.786 -4.294 -4.944 1.95
O -0.205743 -5.008198 -2.903446 -0.021 -0.009 0.003 0.06
C -0.254624 -4.063753 -1.923610 0.018 0.010 -0.040 -0.31
C 0.176061 -2.759278 -2.126499 -0.042 -0.067 0.058 0.02
C 0.083757 -1.873551 -1.072006 -0.072 -0.069 -0.262 -0.12
N -0.399111 -2.215791 0.125035 0.211 0.367 0.119 -0.06
C -0.809664 -3.449961 0.277443 -0.025 -0.054 0.134 -0.79
Br -1.546397 -3.874257 1.980266 0.042 0.029 -0.047 0.70
C -0.768251 -4.433455 -0.691063 -0.012 -0.010 0.026 -0.05
H 0.166540 -4.605579 -3.694625 0.031 0.001 -0.001 0.10
H 0.577197 -2.431618 -3.077884 0.002 0.018 -0.002 0.12
H 0.397276 -0.845870 -1.204606 -0.180 -0.189 0.055 0.08
H -1.104697 -5.440514 -0.500780 -0.005 0.000 -0.001 0.11
F -2.383197 2.410563 2.931867 0.911 0.639 0.086 0.07
C -1.473054 3.317758 3.380543 0.518 0.091 -0.155 -0.63
F -1.893918 4.535978 3.075790 -0.432 -0.104 -0.082 0.14
F -1.385093 3.216163 4.699574 -0.242 0.021 0.046 0.13
S 0.326288 3.216185 2.645347 -0.030 -0.457 0.825 0.60
O 0.217510 2.437151 1.425625 0.606 2.106 0.218 -0.59
O 0.694841 4.580369 2.509094 0.339 -0.017 0.480 -0.24
N 1.171918 2.444093 3.799310 -0.505 -0.330 -0.613 -0.27
S 0.888713 0.876183 3.987018 -0.082 0.814 0.497 0.59
O -0.590865 0.640683 4.129743 2.291 0.070 1.084 -0.55
O 1.591033 -0.005520 3.042100 -0.783 1.078 1.952 -0.40
C 1.535412 0.564798 5.688502 0.171 0.198 -0.128 -0.69
F 0.908509 1.360941 6.545929 -0.001 -0.015 0.019 0.16
F 2.835004 0.798317 5.733837 0.043 -0.040 0.020 0.17
F 1.281817 -0.695740 5.986390 0.031 -0.043 0.000 0.18
C -1.636171 4.185855 -3.220236 0.202 0.056 -0.017 -0.20
Si -1.770039 2.520454 -2.317657 -0.028 -0.114 -0.216 0.35
C -2.654683 2.863953 -0.693799 -0.131 0.078 -0.274 -0.17
C -2.905869 1.492396 -3.421957 0.040 -0.138 -0.021 -0.18
N -0.338627 1.729268 -1.885524 -0.160 0.131 0.209 -0.03
C 0.782445 1.541596 -2.577956 0.094 -0.069 -0.037 -0.35
C 0.997314 1.863831 -3.952648 -0.003 -0.019 0.022 -0.06
C 2.206218 1.675572 -4.600226 -0.022 -0.006 0.007 -0.15
C 3.298720 1.126444 -3.940089 -0.037 -0.010 0.085 -0.14
C 3.131681 0.756947 -2.604371 0.062 -0.045 -0.096 -0.04
C 1.931592 0.954573 -1.960605 -0.089 0.022 0.076 -0.22
O 1.782518 0.523902 -0.626907 0.045 0.257 0.113 -0.08
C 2.826574 0.807137 0.218004 0.289 0.056 0.020 -0.31
C 3.435484 -0.232753 0.902277 0.098 0.121 -0.248 -0.02
C 4.518468 0.047107 1.727813 0.262 0.253 -0.143 -0.09
C 4.964373 1.349939 1.894383 -0.077 0.001 -0.036 -0.09
C 4.311370 2.389260 1.237305 0.001 0.026 0.033 -0.09
C 3.246557 2.122618 0.394410 -0.016 -0.006 -0.038 -0.02
H -2.608248 4.689286 -3.210742 -0.002 -0.012 0.011 0.01
H -1.326909 4.074298 -4.262029 -0.009 -0.001 -0.020 0.00
H -0.908108 4.840310 -2.731882 -0.027 0.014 0.016 0.02
H -3.687805 2.514953 -0.668652 0.049 -0.124 0.057 0.02
H -2.636622 3.908818 -0.375694 0.186 -0.018 0.038 0.02
H -2.035555 2.246295 -0.054602 -0.193 0.014 0.563 -0.05
H -3.890718 1.950937 -3.555693 0.003 0.015 0.012 0.02
H -3.046254 0.497428 -2.990130 -0.008 0.051 0.002 0.01
H -2.454407 1.365441 -4.411254 -0.012 -0.007 -0.007 0.01
H 0.162567 2.283600 -4.501202 -0.026 0.033 -0.013 0.08
H 2.293631 1.959691 -5.644732 -0.003 0.008 0.005 0.08
H 4.249006 0.981475 -4.437417 -0.006 -0.013 0.000 0.08
H 3.952668 0.311380 -2.054188 0.001 -0.010 0.018 0.12
H 3.068099 -1.248080 0.782361 0.034 -0.060 -0.039 0.06
H 5.011538 -0.768458 2.241626 0.112 0.257 -0.205 0.09
H 5.812672 1.556834 2.535207 0.001 0.003 0.014 0.09
H 4.636438 3.413166 1.379319 -0.003 0.007 -0.001 0.10
H 2.733615 2.909836 -0.144129 0.009 0.010 -0.006 0.13
N -9.085875 -1.622023 -4.766971 -0.007 -0.002 -0.011 0.12
C -8.198794 -1.475091 -4.047106 0.024 0.002 0.036 -0.21
C -7.100698 -1.293151 -3.142057 -0.051 -0.005 -0.035 -0.26
C -7.169365 -0.318279 -2.144724 0.014 -0.011 0.024 -0.05
C -6.115493 -0.146437 -1.271992 0.006 -0.013 -0.018 -0.03
C -4.954654 -0.934183 -1.366741 -0.009 0.006 -0.017 -0.28
C -4.907235 -1.912988 -2.374049 -0.008 -0.004 -0.020 -0.03
C -5.960064 -2.091231 -3.247577 0.026 0.000 0.023 -0.04
C -3.861281 -0.734829 -0.483851 -0.036 -0.067 0.021 -0.23
C -2.900312 -0.550082 0.259343 -0.269 0.230 0.234 -0.18
H -8.055253 0.298455 -2.062614 0.002 0.005 -0.005 0.11
H -6.164363 0.606989 -0.497417 0.011 0.012 -0.011 0.11
H -4.018378 -2.524440 -2.454663 0.005 0.004 -0.005 0.11
H -5.908231 -2.847587 -4.020126 0.004 0.003 -0.005 0.11
Se 2.554302 -4.010794 1.455723 0.028 0.024 0.017 0.45
C 3.652526 -3.696952 2.948410 -0.001 -0.132 0.197 -0.76
C 3.934389 -2.413063 3.446839 -0.301 -0.154 0.053 -0.17
C 4.756277 -2.246151 4.544787 -0.004 -0.029 0.034 -0.19
N 5.333407 -3.240916 5.228411 -0.017 -0.011 -0.021 0.01
C 5.050752 -4.466883 4.772092 0.016 0.025 0.031 -0.21
C 4.247384 -4.739532 3.682513 0.028 -0.013 -0.077 -0.16
H 3.494656 -1.548735 2.967047 -0.106 -0.377 0.328 0.03
H 4.968776 -1.240508 4.903080 -0.002 0.013 0.001 0.09
H 5.502234 -5.289827 5.322365 0.000 -0.001 -0.002 0.08
H 4.070927 -5.765166 3.382906 0.015 -0.003 -0.001 0.07
```
Positions in Å, forces in eV/Å.

## Properties
- E: -239490.6851 eV
- Energy relative to the best compared isomer or geometry (same formula, charge and spin): 123.45 kJ/mol
- Strongest force on any atom: 7.12 eV/Å
- Gap between HOMO and LUMO: 0.20158 hartree
- Net charge: -2

***

> What is the strongest force on any atom in the second record?

1.58 eV/Å

***

> Among the records above, which one has the lowest energy relative to the best compared isomer or geometry (same formula, charge and spin)?

C8H5BiCl2NO3V

***

> What is the energy relative to the best compared isomer or geometry (same formula, charge and spin) in the first record?

0.00 kJ/mol

***

> Which value of E does entry 3 give?

-239490.6851 eV